{"formula": "C52H143N13O13", "method": "ωB97M-V with the def2-TZVPD basis set", "species": ["C", "C", "C", "O", "C", "N", "H", "H", "H", "H", "H", "H", "H", "H", "H", "H", "H", "C", "C", "C", "O", "C", "N", "H", "H", "H", "H", "H", "H", "H", "H", "H", "H", "H", "C", "C", "C", "O", "C", "N", "H", "H", "H", "H", "H", "H", "H", "H", "H", "H", "H", "C", "C", "C", "O", "C", "N", "H", "H", "H", "H", "H", "H", "H", "H", "H", "H", "H", "C", "C", "C", "O", "C", "N", "H", "H", "H", "H", "H", "H", "H", "H", "H", "H", "H", "C", "C", "C", "O", "C", "N", "H", "H", "H", "H", "H", "H", "H", "H", "H", "H", "H", "C", "C", "C", "O", "C", "N", "H", "H", "H", "H", "H", "H", "H", "H", "H", "H", "H", "C", "C", "C", "O", "C", "N", "H", "H", "H", "H", "H", "H", "H", "H", "H", "H", "H", "C", "C", "C", "O", "C", "N", "H", "H", "H", "H", "H", "H", "H", "H", "H", "H", "H", "C", "C", "C", "O", "C", "N", "H", "H", "H", "H", "H", "H", "H", "H", "H", "H", "H", "C", "C", "C", "O", "C", "N", "H", "H", "H", "H", "H", "H", "H", "H", "H", "H", "H", "C", "C", "C", "O", "C", "N", "H", "H", "H", "H", "H", "H", "H", "H", "H", "H", "H", "C", "C", "C", "O", "C", "N", "H", "H", "H", "H", "H", "H", "H", "H", "H", "H", "H"], "coordinates": [[17.00912, 13.64469, 25.05074], [16.84609, 15.11406, 24.81242], [16.89140, 15.46652, 23.34034], [17.08355, 16.91785, 23.06546], [16.81041, 17.11324, 21.67980], [15.60121, 15.54741, 25.37532], [16.31853, 13.02790, 24.47562], [16.87625, 13.41914, 26.10884], [18.01201, 13.28512, 24.82044], [17.67920, 15.63439, 25.28498], [15.97833, 15.14197, 22.84128], [17.74218, 14.94662, 22.89990], [15.73220, 17.23055, 21.57116], [17.14741, 16.25989, 21.09130], [17.48481, 17.84750, 21.23916], [15.55597, 16.55299, 25.29250], [15.62443, 15.45770, 26.38106], [10.23922, 13.42934, 20.93086], [10.43315, 14.92377, 21.04340], [11.30973, 15.51577, 19.85706], [11.62616, 16.89883, 20.09599], [12.78603, 17.07126, 20.97212], [9.13781, 15.49689, 21.11152], [11.18998, 12.89664, 20.95052], [9.90562, 13.00492, 19.98394], [9.68494, 12.99772, 21.76428], [11.00957, 15.11168, 21.94922], [10.71866, 15.55333, 18.94199], [12.18086, 14.92559, 19.57258], [13.13102, 18.09218, 20.80845], [13.48669, 16.30084, 20.65022], [12.55242, 16.84606, 22.01270], [8.65072, 15.29350, 20.25042], [9.07093, 16.50355, 21.15894], [20.28976, 20.61699, 19.18945], [21.49843, 19.73100, 18.80986], [21.41914, 18.98742, 17.42788], [20.82741, 19.79923, 16.41314], [20.37370, 19.07101, 15.33958], [22.59484, 20.69509, 18.75030], [20.16122, 21.41311, 18.45612], [20.33792, 21.14832, 20.13996], [19.31014, 20.13953, 19.21141], [21.65640, 18.99667, 19.59974], [20.76108, 18.12887, 17.56185], [22.36320, 18.54384, 17.11152], [21.19221, 18.43452, 15.00338], [20.18895, 19.89620, 14.65182], [19.43259, 18.55262, 15.52314], [22.45098, 21.18252, 17.87750], [22.61497, 21.38109, 19.49132], [10.52028, 15.40846, 15.79008], [9.34812, 14.44802, 15.65704], [9.59618, 13.25392, 14.75122], [8.63610, 12.21631, 14.87194], [8.96803, 11.10305, 14.02024], [9.02283, 13.96175, 16.93670], [11.42037, 14.90897, 16.14845], [10.26202, 16.25106, 16.43152], [10.67727, 15.95525, 14.86030], [8.41997, 14.88942, 15.29400], [10.60276, 12.88161, 14.94172], [9.54535, 13.61467, 13.72390], [9.92574, 10.65696, 14.28838], [8.88551, 11.27628, 12.94726], [8.22158, 10.31107, 14.08088], [9.41551, 13.06369, 17.18044], [8.06101, 13.69359, 16.78474], [13.08284, 8.68631, 13.42370], [14.03423, 9.76237, 14.00504], [13.48801, 11.15300, 13.82924], [14.51105, 12.11465, 14.27856], [14.03954, 13.47073, 14.14238], [14.26698, 9.40871, 15.39400], [13.33494, 7.71659, 13.85288], [13.08108, 8.82775, 12.34292], [12.07140, 8.93997, 13.74112], [14.98624, 9.82799, 13.47830], [12.57058, 11.30091, 14.39892], [13.27607, 11.37966, 12.78434], [13.76126, 13.79069, 13.13824], [14.90754, 14.01200, 14.51880], [13.23489, 13.75418, 14.82084], [14.95084, 10.10273, 15.66006], [13.41550, 9.58192, 15.90888], [19.05067, 15.80061, 11.53870], [17.79596, 16.28896, 12.36152], [17.74294, 15.63779, 13.81590], [18.92836, 16.06870, 14.62736], [19.13494, 15.22346, 15.73206], [17.84933, 17.71197, 12.43800], [19.09577, 16.23674, 10.54078], [18.92725, 14.72658, 11.39968], [20.05926, 15.94912, 11.92444], [16.86945, 16.14799, 11.80492], [17.66293, 14.55816, 13.68900], [16.81749, 16.05441, 14.21348], [19.93297, 15.50885, 16.41748], [19.48787, 14.25211, 15.38562], [18.24132, 15.11560, 16.34680], [18.74200, 18.06270, 12.75456], [17.22655, 18.10012, 13.13196], [19.94816, 16.45310, 21.78308], [21.29622, 15.75448, 22.09140], [21.28885, 14.45129, 22.88904], [20.63580, 13.43108, 22.11970], [20.34187, 12.26223, 22.88872], [21.94854, 15.59800, 20.81652], [19.28327, 15.76056, 21.26694], [20.04552, 17.30505, 21.11018], [19.52497, 16.85154, 22.70516], [21.99366, 16.37976, 22.64880], [20.74319, 14.70038, 23.79916], [22.31886, 14.13227, 23.04844], [21.22543, 11.86123, 23.38532], [20.06037, 11.45102, 22.21730], [19.59603, 12.46776, 23.65656], [22.75671, 14.99741, 20.89563], [21.35235, 15.02535, 20.23622], [14.38167, 12.98180, 21.16532], [15.33630, 12.05006, 20.44532], [16.79746, 12.04839, 21.01922], [17.32728, 13.39923, 20.82454], [18.04095, 13.66062, 19.60324], [14.73617, 10.71143, 20.29168], [13.35112, 12.93390, 20.81350], [14.77831, 13.98801, 21.30066], [14.15976, 12.80018, 22.21692], [15.41560, 12.48735, 19.45002], [17.40245, 11.32871, 20.46773], [17.02257, 11.73651, 22.03910], [17.41637, 13.52086, 18.72094], [18.90264, 13.02845, 19.38886], [18.37717, 14.68975, 19.47690], [14.63534, 10.23629, 21.17722], [15.36672, 10.15670, 19.73064], [12.43030, 11.96651, 17.54782], [11.79130, 10.60148, 17.78314], [10.57295, 10.55259, 18.68676], [9.53218, 11.44516, 18.16248], [8.27608, 11.17822, 18.70666], [11.43867, 10.10209, 16.44460], [11.75173, 12.67182, 17.06805], [13.24888, 11.90985, 16.83032], [12.80047, 12.51607, 18.41332], [12.55176, 9.91440, 18.15422], [10.80195, 10.87467, 19.70259], [10.29678, 9.49836, 18.70774], [7.89109, 10.26686, 18.24914], [7.58557, 12.01180, 18.57844], [8.36548, 11.08405, 19.78890], [10.64215, 10.64993, 16.15216], [11.06493, 9.17693, 16.60110], [15.94311, 21.41738, 13.87492], [16.69269, 20.41298, 14.69576], [17.10987, 21.04770, 16.03254], [15.95967, 21.24052, 16.87614], [16.22156, 22.14168, 17.99404], [15.84628, 19.23485, 14.88268], [14.93506, 21.60472, 14.24484], [15.79586, 20.84894, 12.95660], [16.49501, 22.30768, 13.57346], [17.67097, 20.16975, 14.28116], [17.49064, 22.04094, 15.79464], [17.95752, 20.60564, 16.55616], [16.96875, 21.71927, 18.66590], [15.40287, 22.39364, 18.66812], [16.56533, 23.10370, 17.61398], [16.30571, 18.57839, 15.49758], [15.09112, 19.63756, 15.41902], [11.10639, 19.56121, 17.68601], [12.20018, 20.43179, 17.01808], [12.13005, 21.92750, 17.39714], [10.91786, 22.52753, 16.88916], [10.73716, 22.54579, 15.49552], [13.43772, 19.89515, 17.52317], [11.18511, 18.48533, 17.52986], [10.13908, 19.86797, 17.28812], [11.01230, 19.71457, 18.76106], [12.21264, 20.21444, 15.95004], [13.00326, 22.53199, 17.15180], [11.98830, 22.00609, 18.47502], [9.90394, 23.14977, 15.13626], [10.58015, 21.51106, 15.19092], [11.69162, 22.80858, 15.03940], [13.31927, 19.92641, 18.52573], [14.10553, 20.62098, 17.30570], [12.38025, 18.34933, 13.70406], [13.25231, 17.21236, 13.07268], [14.09168, 17.57625, 11.75246], [13.13112, 17.66198, 10.69608], [13.68798, 17.99347, 9.42705], [14.29855, 16.92060, 14.03406], [11.60607, 18.69635, 13.01972], [12.96195, 19.23759, 13.95048], [11.94365, 18.14727, 14.68214], [12.68327, 16.28757, 12.97744], [14.90041, 16.87308, 11.55346], [14.65593, 18.48957, 11.94110], [12.81607, 18.15689, 8.79368], [14.34495, 17.19093, 9.09175], [14.28576, 18.90403, 9.46776], [13.85150, 16.89819, 14.93946], [14.92688, 17.69479, 14.19512], [14.77341, 14.95753, 17.48280], [14.65234, 16.45775, 17.69422], [15.96950, 17.22712, 17.45554], [16.80989, 16.93186, 18.51546], [17.87071, 17.91675, 18.56868], [13.48795, 16.98119, 16.98314], [15.52861, 14.40229, 18.03912], [15.15268, 14.86944, 16.46472], [13.81981, 14.43177, 17.53092], [14.49030, 16.61026, 18.76128], [15.61399, 18.25309, 17.36020], [16.40124, 16.84020, 16.53250], [17.49081, 18.82569, 19.03516], [18.43592, 18.10616, 17.65614], [18.66969, 17.60633, 19.24201], [12.64033, 16.55024, 17.32364], [13.41144, 17.98597, 17.05144]], "mulliken_charge": [-1.076, 0.116, 0.442, -0.505, -0.800, -0.751, 0.176, 0.443, -0.055, 0.277, 0.220, -0.218, 0.364, 0.132, 0.593, 0.272, 0.277, -0.937, 0.458, 0.658, -0.397, -0.428, -0.824, 0.094, -0.140, 0.451, 0.460, -0.350, -0.142, 0.369, -0.226, 0.371, 0.223, 0.349, -0.869, 0.606, -0.310, -0.414, -0.401, -0.813, 0.370, 0.385, -0.227, 0.071, 0.036, 0.467, 0.411, 0.256, -0.066, 0.297, 0.268, -0.562, -0.505, 0.039, -0.408, -0.466, -0.239, -0.491, 0.165, 0.507, 0.792, -0.364, 0.734, -0.048, 0.357, 0.298, 0.002, 0.430, -1.459, 0.105, -0.147, -0.373, 0.144, -0.902, 0.384, 0.446, 0.165, 0.492, -0.139, 0.603, 0.601, -0.419, -0.177, 0.352, 0.368, -1.746, 0.440, -0.077, -0.207, -0.910, -0.561, 0.474, 0.432, 0.272, 0.026, 0.644, -0.227, 0.254, 0.439, 0.233, 0.394, -0.006, -0.210, 0.173, -0.901, -0.192, -0.541, -0.711, -0.386, -0.211, 0.542, 0.421, 0.289, 0.570, 0.416, 0.210, 0.009, 0.289, 0.234, -0.291, 1.425, -1.511, 0.562, -0.700, -0.432, -0.242, -0.437, 0.545, -0.437, 0.340, 0.292, 0.276, 0.408, -0.188, 0.244, 0.314, 0.731, 0.074, -1.451, -0.087, -1.208, -0.392, -0.537, 0.418, -0.645, 0.570, 0.483, 0.545, 0.266, 0.315, 0.406, -0.113, 0.264, -1.662, 0.639, -0.767, -0.194, -1.052, 0.815, 0.217, 0.423, 0.428, 0.082, 0.722, 0.038, 0.182, 0.326, 0.454, -0.440, -0.804, -1.557, 1.279, -0.832, -0.452, -0.563, -0.141, 0.247, 0.436, 0.402, -0.440, 0.424, 0.364, 0.273, 0.181, 0.260, 0.281, -0.462, -1.349, 0.473, -0.076, -0.418, -0.774, 1.242, 0.545, 0.107, 0.209, 0.422, 0.069, 0.048, 0.276, 0.292, 0.287, -0.771, -0.010, 0.483, 1.684, 0.914, 0.284, -0.363, 1.527, -0.917, -0.935, 0.145, -0.442, 0.151, -0.885, 0.566, -0.148, -0.406, -0.598, -0.666], "e_above_lowest_kj_mol": 419.20, "spin_multiplicity": 1, "homo_energy_ha": -0.3035, "homo_lumo_gap_ev": 8.7}